1.
23
Properties=species:S:1:pos:R:3:forces:R:3:nbo_charge:R:1 method="wB97M-V/def2-TZVPD" e_homo_ev="-0.03 / -3.36" homo_lumo_gap_ev="3.6255 / 6.7085" spin_multiplicity=3 e_tot_ha=-850.978624 total_charge=-1 de_lowest_kcal_mol=1.2
C 0.700483 1.295405 -1.874809 -1.297 0.870 -3.305 -0.941
Pd -0.451316 0.321389 -0.680798 0.132 -2.299 2.186 0.442
N -0.379410 -1.123520 1.081354 -0.418 -0.574 0.649 -1.085
H 0.583094 -0.578372 -1.502761 -0.899 -0.045 0.970 -0.071
H 0.374434 -0.877141 1.715222 -0.131 0.112 0.078 0.382
H -1.479048 -0.885941 -1.233776 -0.093 0.220 -0.274 -0.317
H 0.740263 0.571509 -2.691279 1.110 0.981 -0.675 0.188
H 1.619289 1.774975 -1.630182 0.589 0.278 0.321 0.187
H -0.130445 1.965707 -2.204143 0.879 0.429 0.139 0.196
H -1.276699 -0.971967 1.531144 0.178 -0.071 0.162 0.384
H -0.305358 -2.091272 0.791150 -0.039 0.144 -0.002 0.369
S -1.058040 2.190338 1.034651 -0.168 0.188 -0.717 -0.435
C -0.502064 1.552102 2.495315 -0.233 1.412 -1.250 0.042
N 0.780131 1.188415 2.806301 2.177 -1.231 -0.069 -0.666
C 0.973795 1.098831 4.253210 0.479 0.250 -0.550 -0.238
C -0.452993 1.067501 4.790395 -0.944 0.051 -0.197 -0.248
N -1.255103 1.299689 3.594944 -1.356 -1.090 1.616 -0.662
H 1.539323 1.541828 2.224004 -0.629 -0.025 0.390 0.399
H 1.532957 1.968032 4.620880 -0.047 0.083 0.247 0.159
H 1.529196 0.195796 4.522223 -0.005 0.115 0.001 0.179
H -0.640192 1.849351 5.536503 0.203 0.033 0.198 0.161
H -0.691090 0.096135 5.236633 0.037 0.138 0.063 0.175
H -2.238607 1.526912 3.616118 0.475 0.032 0.017 0.400



2.
22
Properties=species:S:1:pos:R:3:forces:R:3:nbo_charge:R:1 method="wB97M-V/def2-TZVPD" e_homo_ev=-7.40 homo_lumo_gap_ev=8.4178 e_tot_ha=-379.633158 total_charge=0 de_lowest_kcal_mol=125.9
C 1.256020 1.924443 -0.385328 0.559 -0.406 -1.699 0.029
C -0.309622 1.160296 1.543934 0.011 -1.853 -0.140 -0.625
N 1.264825 1.044577 -1.334396 -0.110 0.876 0.753 -0.718
N 0.655553 1.026933 2.642574 0.064 0.186 0.477 -0.869
H 0.247013 1.255535 3.544694 0.130 0.047 -0.057 0.344
H 0.577531 1.230987 -2.062338 0.034 0.247 0.053 0.352
H 1.038585 -0.392018 -0.622757 0.018 -1.349 0.975 0.433
H 1.428160 1.670785 2.508560 -0.039 -0.092 0.087 0.335
H 0.745531 2.884689 -0.451256 -0.228 -0.195 0.097 0.171
H 2.014033 1.837721 0.385711 -0.174 -0.168 0.226 0.165
H -0.720774 2.172248 1.438807 0.310 0.018 -0.533 0.168
H -1.199418 0.574218 1.808675 -0.090 -0.040 0.294 0.175
N -0.487908 -1.845548 -0.240149 0.272 0.065 0.064 -0.452
N 0.625567 -1.058279 0.145358 -0.273 0.313 -0.395 -0.693
C -0.701270 -1.999857 -1.605448 0.097 0.014 0.028 -0.005
C -1.893702 -2.096248 -2.188045 0.077 0.093 -0.048 -0.511
H -1.318862 -1.603293 0.288092 0.039 0.158 -0.101 0.362
H 0.171662 0.085885 0.764262 -0.916 2.170 0.456 0.349
H 1.172640 -1.517567 0.865056 0.329 0.047 -0.606 0.393
H 0.222962 -2.082569 -2.171363 -0.082 -0.073 0.026 0.197
H -1.977625 -2.318933 -3.238935 0.054 -0.001 -0.060 0.209
H -2.810902 -1.954005 -1.635709 -0.080 -0.056 0.102 0.193



3.
22
Properties=species:S:1:pos:R:3:forces:R:3:nbo_charge:R:1 method="wB97M-V/def2-TZVPD" e_homo_ev="-11.83 / -11.81" homo_lumo_gap_ev="8.0802 / 4.1818" spin_multiplicity=2 e_tot_ha=-379.481229 total_charge=+1 de_lowest_kcal_mol=7.1
C -1.979878 -2.920678 0.804725 -0.137 -0.119 -0.137 -0.421
N -1.037134 -1.811901 0.787032 0.282 -0.391 -0.242 -0.656
C -1.433984 -0.658575 0.019786 -0.233 -0.178 0.422 -0.060
N -1.084096 -0.784615 -1.401310 0.414 0.050 0.467 -0.854
H -1.491890 -3.883820 0.937044 0.219 0.057 0.195 0.211
H -2.739556 -2.805133 1.580508 -0.161 -0.042 -0.057 0.187
H -2.470657 -3.000836 -0.165263 -0.109 0.143 0.001 0.191
H -0.708527 -1.600040 1.712772 -0.029 0.217 0.099 0.369
H -0.955011 0.210168 0.466146 0.211 0.161 -0.122 0.169
H -2.506049 -0.458255 0.080569 -0.158 0.004 -0.092 0.177
H -0.240449 -1.351518 -1.428906 -0.005 -0.184 -0.042 0.367
H -1.793173 -1.347485 -1.856760 -0.009 0.243 -0.299 0.386
C 1.961690 2.258491 0.515977 0.625 -0.057 0.604 0.077
C 1.655309 1.873602 -0.773236 -0.195 -0.817 -0.207 0.182
N 0.351732 1.779140 -1.185096 0.291 0.025 -0.211 -0.827
N 3.252148 2.418716 0.921150 -0.371 -0.044 0.462 -0.658
H 1.189689 2.559868 1.219486 -0.219 0.573 -0.495 0.237
H 2.462322 1.655527 -1.472013 0.204 0.563 0.020 0.209
H 0.099658 0.779591 -1.383934 -0.922 0.122 0.319 0.454
H 0.240230 2.237644 -2.086066 0.099 -0.198 -0.278 0.407
H 3.797652 1.611945 1.219558 0.362 0.098 -0.912 0.435
H 3.429984 3.238165 1.487832 -0.157 -0.224 0.503 0.417



4.
23
Properties=species:S:1:pos:R:3:forces:R:3:nbo_charge:R:1 method="wB97M-V/def2-TZVPD" e_homo_ev=-7.79 smiles="C=C(N)ON.C=NC.N" homo_lumo_gap_ev=8.6954 e_tot_ha=-454.946105 total_charge=0 de_lowest_kcal_mol=74.5
C 1.646872 1.911208 1.028182 0.144 -0.201 0.415 -0.623
C 1.328485 0.636495 1.263947 0.167 0.128 -0.713 0.480
N 0.108456 0.166693 1.691467 -0.611 -1.904 -0.355 -0.850
O 2.302248 -0.309965 1.005342 0.052 -0.245 0.331 -0.390
N 1.907128 -1.664286 1.268674 -0.235 0.040 -0.278 -0.536
H 2.653035 2.183999 0.776593 0.233 -0.003 -0.088 0.214
H 0.924119 2.688857 1.175913 -0.228 0.138 0.012 0.205
H -0.138721 -0.783809 1.297798 0.648 1.685 0.685 0.405
H -0.643668 0.818841 1.532158 0.087 0.112 0.001 0.391
H 2.629352 -2.216251 0.802710 -0.174 0.371 0.105 0.361
H 2.015235 -1.810521 2.266990 0.184 0.066 0.145 0.346
C -1.567331 -1.594449 -0.234043 -1.098 -0.422 -1.011 -0.117
N -1.666098 -0.898884 -1.284855 0.470 -0.663 0.428 -0.360
C -2.575987 0.200336 -1.323571 -0.192 0.433 0.130 -0.459
H -2.264858 -1.510982 0.610026 0.200 0.331 0.168 0.140
H -0.949334 -2.481442 -0.270335 0.418 -0.007 0.211 0.181
H -1.983165 1.110236 -1.421015 -0.024 0.002 -0.042 0.241
H -3.189232 0.105872 -2.217288 -0.144 0.034 -0.010 0.206
H -3.211339 0.289653 -0.432986 -0.082 -0.092 0.005 0.160
N 0.439526 0.872018 -1.749110 0.590 0.463 0.034 -1.083
H 0.839728 0.020423 -1.367535 -0.158 0.038 -0.099 0.363
H 0.209779 0.694364 -2.721290 0.125 -0.040 0.058 0.359
H 1.185770 1.571594 -1.697767 -0.370 -0.264 -0.131 0.365



5.
23
Properties=species:S:1:pos:R:3:forces:R:3:nbo_charge:R:1 method="wB97M-V/def2-TZVPD" e_homo_ev=-13.08 homo_lumo_gap_ev=9.0142 e_tot_ha=-434.168932 total_charge=+1 de_lowest_kcal_mol=51.7
H -0.671637 -1.558233 -1.536510 -1.624 -0.787 -1.596 0.362
N 0.008878 -1.142646 -0.973848 2.433 0.655 2.265 -0.177
N -0.091232 0.116270 -0.959031 -0.975 2.370 -1.272 -0.137
C -1.150115 0.843547 -1.683992 -1.969 -1.567 -0.397 -0.459
C 0.355062 0.808543 0.249019 0.974 -2.738 1.521 0.260
N 1.702460 0.743909 0.595444 0.553 2.740 -1.034 -0.647
C 2.744529 1.647628 0.042514 -1.561 -1.454 -1.292 -0.407
N -0.386024 -0.090052 1.324341 -1.020 -0.363 -1.610 -0.474
N -0.628308 -1.401500 0.842296 2.836 -0.204 1.026 -0.307
C -1.953140 -1.902835 0.965021 -0.866 -3.233 -1.220 -0.443
H -2.242041 0.628681 -1.313776 2.070 0.415 -0.300 0.227
H -0.908285 1.884546 -1.600950 -0.177 0.469 -0.186 0.235
H -1.113070 0.509156 -2.743309 0.015 0.437 0.647 0.236
H -0.052282 1.810601 0.281459 -0.015 0.113 -0.293 0.220
H 2.101851 -0.025107 1.008377 0.301 -2.265 0.869 0.389
H 2.739299 2.552977 0.533094 -0.286 2.243 1.032 0.201
H 3.721797 1.254752 0.232133 0.415 -0.643 -0.215 0.226
H 2.557314 1.811427 -1.031960 0.453 -0.106 0.324 0.193
H 0.161070 -0.052192 2.165251 0.366 -0.307 0.239 0.397
H 0.185206 -2.129745 0.987114 -2.339 1.841 0.121 0.419
H -2.372907 -2.017400 1.974726 0.593 -0.399 -0.261 0.240
H -2.713120 -1.463365 0.389172 -0.626 2.260 -0.561 0.226
H -1.995305 -2.828961 0.253416 0.446 0.523 2.193 0.222



6.
26
Properties=species:S:1:pos:R:3:forces:R:3:nbo_charge:R:1 method="wB97M-V/def2-TZVPD" e_homo_ev=-16.51 homo_lumo_gap_ev=9.3150 e_tot_ha=-638.907574 total_charge=+2 de_lowest_kcal_mol=39.4
C -0.242719 -1.398316 -1.268618 1.561 -0.464 -0.602 -0.283
C 0.725704 -0.871713 0.947668 0.631 -1.290 -0.661 -0.262
C 0.957833 -1.062309 -2.299061 -0.516 0.071 -1.612 -0.277
C -0.197471 -1.285926 2.055818 -3.171 -0.714 -2.322 -0.210
N 0.486515 0.705101 -0.731677 0.130 1.107 -0.141 -0.276
N -1.090556 3.879193 -0.315166 -0.078 0.121 -0.492 0.409
N -0.051026 -0.439837 -0.164399 -1.079 0.806 -2.086 -0.280
N -1.300961 2.858981 0.171705 0.439 0.870 -1.756 0.306
N 1.523693 0.289301 -1.742997 -0.404 1.198 -1.498 -0.435
N -1.078434 -0.152585 2.548662 -1.438 -0.207 -0.704 -0.736
O -1.597386 2.227610 1.125742 -0.809 -1.890 2.874 -0.430
O -0.922227 4.515457 -1.292320 0.309 1.021 -0.565 -0.249
H -1.185511 -1.325715 -1.724890 -1.250 1.141 -0.845 0.246
H -0.334707 -2.469599 -1.004977 1.045 0.483 0.468 0.266
H 1.236030 -0.009427 1.328717 1.038 0.288 -0.138 0.241
H 1.372675 -1.705361 0.472689 -0.396 0.962 2.085 0.234
H 0.702587 -1.047854 -3.470049 0.191 0.560 2.845 0.294
H 1.773446 -1.759021 -2.258414 0.329 -0.412 0.343 0.247
H 0.312661 -1.638373 2.840867 1.916 -1.396 3.008 0.236
H -0.895529 -2.076486 1.710329 0.470 0.354 0.211 0.231
H 1.717430 1.149376 -2.454882 -0.780 -2.621 1.761 0.487
H 2.411814 0.188248 -1.215294 -0.539 -0.206 -0.442 0.447
H -0.224118 1.184495 -1.291570 0.135 -0.331 0.055 0.376
H -0.701346 0.214977 3.439195 0.362 1.146 -1.178 0.466
H -2.023704 -0.401012 2.920148 0.666 -0.857 -0.599 0.459
H -1.374693 0.430796 1.672773 1.239 0.262 1.992 0.494



7.
20
Properties=species:S:1:pos:R:3:forces:R:3:nbo_charge:R:1 method="wB97M-V/def2-TZVPD" e_homo_ev="-8.19 / -9.38" homo_lumo_gap_ev="9.1756 / 9.4418" spin_multiplicity=2 e_tot_ha=-290.723169 total_charge=0 de_lowest_kcal_mol=0.0
C 0.684065 2.706698 -0.162714 -0.762 -0.046 -0.221 -0.594
C -0.091048 2.023204 -1.315803 1.503 -0.098 -0.244 -0.472
C -0.613724 0.683433 -0.912772 -1.007 0.625 -0.542 -0.104
C -0.464775 -0.467879 -1.854832 -0.040 0.296 0.414 -0.681
N -0.265758 -3.552031 2.884596 0.235 0.094 0.712 -1.107
H 1.187182 3.604192 -0.514187 0.168 -0.002 0.022 0.210
H -0.035177 3.011605 0.599705 0.084 0.014 0.131 0.199
H -0.827163 2.735871 -1.700415 -0.370 -0.242 0.155 0.213
H 0.603889 1.868259 -2.166613 -0.191 0.095 0.372 0.195
H 0.229640 -0.491157 0.617832 0.236 0.150 0.275 0.478
H -1.505431 0.736449 -0.283225 0.195 -0.329 0.123 0.172
H -0.641817 -1.424337 -1.361977 0.108 -0.053 -0.096 0.225
H 0.535937 -0.433197 -2.289989 -0.078 -0.252 -0.062 0.218
H -1.201396 -0.375189 -2.663330 0.058 -0.042 -0.092 0.222
H 1.383933 2.013373 0.294649 0.207 0.043 -0.044 0.208
H 0.036099 -2.780921 2.311647 -0.114 -0.106 -0.352 0.383
H -1.259038 -3.702601 2.865317 -0.034 -0.022 -0.235 0.359
H 0.251510 -4.395529 2.699010 -0.096 0.021 -0.194 0.361
H 1.106562 -0.696238 1.905742 -0.126 0.284 0.006 0.474
O 0.886509 -1.064004 1.047359 0.025 -0.431 -0.127 -0.959



8.
20
Properties=species:S:1:pos:R:3:forces:R:3:nbo_charge:R:1 method="wB97M-V/def2-TZVPD" e_homo_ev=-15.38 homo_lumo_gap_ev=12.2525 e_tot_ha=-290.553915 total_charge=+1 de_lowest_kcal_mol=13.4
C 1.708879 1.290147 -0.853374 0.989 0.342 0.498 -0.646
C 0.660801 0.457186 -0.165419 -1.749 0.371 -0.650 -0.056
C -0.754627 0.611591 -0.772783 0.530 0.331 -1.300 -0.428
C -1.892691 0.823508 0.216476 0.162 -1.315 -0.206 -0.614
N 1.063592 -1.007129 -0.104929 0.534 0.820 0.514 -0.683
H 1.637592 2.319679 -0.503023 -0.439 0.078 -0.264 0.259
H 1.717579 1.281983 -1.940169 -0.251 -0.183 -0.050 0.238
H 2.715145 1.044918 -0.499853 0.068 -0.331 -0.100 0.218
H 0.487403 0.827467 0.830796 0.704 -0.297 0.688 0.224
H -0.700214 1.446806 -1.469998 0.109 0.728 0.484 0.236
H -0.953161 -0.109819 -1.579792 -0.113 -0.708 0.662 0.216
H -2.712846 1.283683 -0.317427 -0.187 0.442 0.340 0.243
H -2.273022 -0.129673 0.595092 0.031 -0.050 -0.106 0.213
H -1.548504 1.346566 1.103965 -0.203 0.608 -0.157 0.211
H 2.063200 -1.017572 -0.301506 -0.014 -0.523 -0.232 0.436
H 0.913652 -1.399139 0.830366 -0.355 -0.199 -0.038 0.474
H 0.522131 -1.562818 -0.760936 0.134 -0.113 -0.151 0.444
H -1.172524 -1.958301 2.369005 0.074 0.222 -0.083 0.497
H -0.812472 -3.249114 1.705738 0.143 -0.156 -0.188 0.499
O -0.669912 -2.299971 1.617770 -0.167 -0.067 0.339 -0.980



Calculated max |F| in order - 3.7 2.4 1.0 2.0 3.6 4.0 1.5 1.9 eV/Å